No. 1
DFT (wB97M-V/def2-TZVPD) results for a cluster of 9 separate species, C68H80IN6O3S in total.

Positions of all 159 atoms, in Å:
1 C 6.210 -0.578 -0.946
2 C 4.705 -0.392 -1.084
3 N 4.342 0.945 -1.591
4 C 2.946 1.288 -1.280
5 C 2.844 2.367 -0.182
6 C 1.864 2.053 0.888
7 N 0.852 1.192 0.787
8 C 0.104 1.159 1.950
9 C -1.083 0.254 2.048
10 C -2.293 0.834 2.805
11 C -3.613 0.544 2.070
12 C -3.778 -0.926 1.674
13 N -3.579 -1.128 0.231
14 C -3.690 -2.557 -0.097
15 C -4.613 -0.430 -0.521
16 C -4.136 0.466 -1.626
17 O -5.775 -0.579 -0.259
18 C 0.691 2.047 2.801
19 C 0.318 2.438 4.189
20 C -0.531 3.737 4.273
21 S -0.228 4.910 2.934
22 C -1.309 4.312 1.719
23 N -0.985 4.092 0.488
24 N -2.154 3.662 -0.142
25 C -3.060 3.649 0.765
26 O -2.608 4.048 1.975
27 N 1.796 2.569 2.119
28 I 3.181 3.868 2.847
29 C 4.621 1.092 -2.970
30 C 4.376 2.459 -3.569
31 O 5.099 0.200 -3.625
32 H 6.601 -0.018 -0.097
33 H 6.709 -0.231 -1.847
34 H 6.436 -1.638 -0.841
35 H 4.297 -1.169 -1.737
36 H 4.244 -0.519 -0.102
37 H 2.427 1.656 -2.163
38 H 2.439 0.363 -1.006
39 H 2.559 3.324 -0.629
40 H 3.840 2.521 0.235
41 H 0.615 0.645 -0.029
42 H -1.381 0.002 1.025
43 H -0.759 -0.688 2.497
44 H -2.353 0.358 3.786
45 H -2.188 1.909 2.928
46 H -4.437 0.830 2.722
47 H -3.627 1.164 1.172
48 H -4.769 -1.290 1.969
49 H -3.060 -1.571 2.185
50 H -2.827 -3.094 0.292
51 H -4.624 -2.989 0.275
52 H -3.691 -2.676 -1.183
53 H -4.228 1.503 -1.293
54 H -4.747 0.339 -2.518
55 H -3.093 0.283 -1.867
56 H -0.255 1.633 4.648
57 H 1.226 2.552 4.784
58 H -1.595 3.514 4.307
59 H -0.308 4.283 5.188
60 H -4.092 3.364 0.656
61 H 5.356 2.897 -3.756
62 H 3.862 2.322 -4.519
63 H 3.803 3.115 -2.920
64 C -0.264 -1.467 -2.245
65 C 0.515 -0.742 -3.140
66 C 1.400 -1.395 -3.987
67 C 1.496 -2.779 -3.951
68 C 0.714 -3.506 -3.064
69 C -0.162 -2.852 -2.209
70 H -0.955 -0.962 -1.578
71 H 0.436 0.339 -3.177
72 H 2.016 -0.829 -4.674
73 H 2.182 -3.290 -4.613
74 H 0.788 -4.586 -3.038
75 H -0.767 -3.422 -1.517
76 C -8.077 -2.927 -0.536
77 C -8.390 -3.865 -1.510
78 C -9.486 -4.699 -1.347
79 C -10.278 -4.592 -0.213
80 C -9.967 -3.654 0.762
81 C -8.865 -2.824 0.602
82 H -7.223 -2.276 -0.662
83 H -7.779 -3.945 -2.399
84 H -9.724 -5.432 -2.109
85 H -11.138 -5.239 -0.088
86 H -10.585 -3.569 1.647
87 H -8.622 -2.093 1.362
88 C -12.593 -7.392 -5.123
89 C -13.799 -6.922 -5.623
90 C -14.384 -5.789 -5.074
91 C -13.761 -5.123 -4.028
92 C -12.553 -5.592 -3.530
93 C -11.971 -6.728 -4.075
94 H -12.139 -8.278 -5.549
95 H -14.284 -7.439 -6.441
96 H -15.327 -5.425 -5.462
97 H -14.215 -4.237 -3.602
98 H -12.066 -5.071 -2.715
99 H -11.032 -7.098 -3.683
100 C 10.731 0.980 3.190
101 C 9.910 0.308 4.084
102 C 8.535 0.299 3.894
103 C 7.984 0.958 2.804
104 C 8.805 1.628 1.908
105 C 10.179 1.642 2.102
106 H 11.802 0.988 3.341
107 H 10.341 -0.211 4.931
108 H 7.896 -0.223 4.594
109 H 6.911 0.948 2.652
110 H 8.375 2.141 1.056
111 H 10.819 2.168 1.406
112 C -6.231 -4.794 -4.701
113 C -7.536 -5.231 -4.881
114 C -8.105 -5.218 -6.146
115 C -7.366 -4.772 -7.233
116 C -6.060 -4.338 -7.054
117 C -5.492 -4.347 -5.788
118 H -5.788 -4.805 -3.712
119 H -8.112 -5.585 -4.035
120 H -9.125 -5.554 -6.284
121 H -7.809 -4.764 -8.220
122 H -5.484 -3.993 -7.903
123 H -4.474 -4.006 -5.649
124 C 12.002 -0.524 9.414
125 C 11.181 -1.197 10.307
126 C 9.806 -1.208 10.115
127 C 9.253 -0.550 9.026
128 C 10.074 0.121 8.131
129 C 11.449 0.137 8.326
130 H 13.073 -0.514 9.566
131 H 11.612 -1.713 11.155
132 H 9.166 -1.730 10.815
133 H 8.181 -0.561 8.875
134 H 9.643 0.636 7.281
135 H 12.089 0.665 7.630
136 C -1.098 8.465 3.422
137 C -0.339 8.837 4.523
138 C -0.451 10.118 5.046
139 C -1.326 11.026 4.468
140 C -2.087 10.655 3.367
141 C -1.971 9.376 2.843
142 H -1.003 7.463 3.023
143 H 0.342 8.127 4.977
144 H 0.144 10.409 5.902
145 H -1.416 12.024 4.875
146 H -2.769 11.365 2.918
147 H -2.562 9.089 1.982
148 C 10.889 0.884 -4.957
149 C 10.415 1.016 -3.660
150 C 9.047 1.025 -3.420
151 C 8.152 0.896 -4.475
152 C 8.630 0.762 -5.771
153 C 9.997 0.758 -6.013
154 H 11.955 0.878 -5.145
155 H 11.110 1.112 -2.836
156 H 8.680 1.133 -2.406
157 H 7.087 0.895 -4.287
158 H 7.935 0.659 -6.595
159 H 10.368 0.656 -7.024

Cartesian forces, eV/Å:
C -0.2 0.2 -0.2
C 0.4 -0.2 0.2
N -0.6 -0.4 -0.6
C 0.1 0.3 0.1
C 0.1 0.0 -0.1
C -0.1 -0.2 0.0
N -0.1 0.0 0.1
C 0.1 0.3 0.0
C 0.2 0.1 -0.1
C -0.2 -0.5 -0.2
C 0.4 -0.1 0.3
C -0.3 -0.2 -0.1
N 0.2 0.2 0.1
C 0.0 0.1 -0.4
C 0.0 -0.2 -0.1
C 0.2 -0.1 -0.1
O -0.1 0.2 0.1
C -0.2 -0.5 0.0
C -0.1 0.3 0.0
C 0.1 -0.2 0.1
S -0.1 0.4 0.2
C 0.4 -0.2 -0.4
N -0.2 -0.1 0.2
N 0.0 0.0 0.0
C 0.0 0.0 -0.3
O -0.2 0.2 0.1
N 0.2 0.1 -0.1
I 0.0 -0.1 0.0
C 0.1 0.2 0.1
C -0.1 -0.3 0.1
O 0.0 -0.1 0.0
H 0.0 -0.1 0.1
H 0.1 -0.1 0.0
H 0.1 0.0 0.2
H -0.1 0.1 -0.1
H -0.1 0.1 0.0
H 0.0 -0.1 -0.1
H 0.0 0.0 0.1
H 0.0 0.0 0.1
H -0.1 -0.1 0.2
H 0.1 0.1 -0.1
H -0.1 0.0 0.0
H 0.0 0.0 0.0
H 0.1 0.2 0.1
H 0.0 0.0 0.2
H -0.1 0.2 -0.1
H -0.2 -0.1 0.0
H 0.0 0.0 0.0
H 0.1 0.1 0.0
H 0.0 0.0 0.1
H 0.0 -0.1 0.1
H 0.1 0.0 0.0
H 0.0 0.0 0.0
H -0.1 0.1 0.1
H 0.0 0.0 0.0
H 0.1 -0.1 0.0
H 0.0 0.0 0.0
H 0.0 0.0 -0.1
H 0.0 0.0 0.0
H 0.0 0.1 0.1
H 0.0 0.1 -0.1
H 0.1 0.1 0.0
H 0.1 0.1 0.0
C 0.1 0.0 0.0
C 0.0 0.1 0.1
C 0.0 0.0 0.0
C 0.0 0.0 0.0
C 0.0 0.0 0.0
C 0.0 0.0 0.0
H -0.1 0.0 0.0
H -0.1 0.0 0.0
H 0.0 0.0 0.0
H 0.0 0.0 0.0
H 0.0 0.0 0.0
H 0.0 0.0 0.0
C 0.0 -0.1 0.0
C 0.0 0.0 0.0
C 0.0 0.0 0.0
C 0.0 0.0 0.0
C 0.0 0.0 0.0
C 0.0 0.0 0.0
H 0.0 0.0 0.0
H 0.0 0.0 0.0
H 0.0 0.0 0.0
H 0.0 0.0 0.0
H 0.0 0.0 0.0
H 0.0 0.0 0.0
C 0.0 0.0 0.0
C 0.0 0.0 0.0
C 0.0 0.0 0.0
C 0.0 0.0 0.0
C 0.0 0.0 0.0
C 0.0 0.0 0.0
H 0.0 0.0 0.0
H 0.0 0.0 0.0
H 0.0 0.0 0.0
H 0.0 0.0 0.0
H 0.0 0.0 0.0
H 0.0 0.0 0.0
C 0.0 0.0 0.0
C 0.0 0.0 0.0
C 0.0 0.0 0.0
C 0.0 0.0 0.0
C 0.0 0.0 0.0
C 0.0 0.0 0.0
H 0.0 0.0 0.0
H 0.0 0.0 0.0
H 0.0 0.0 0.0
H 0.0 0.0 0.0
H 0.0 0.0 0.0
H 0.0 0.0 0.0
C 0.0 0.0 0.0
C 0.0 0.0 0.0
C 0.0 0.0 0.0
C 0.0 0.0 0.0
C 0.0 0.0 0.0
C 0.0 0.0 0.0
H 0.0 0.0 0.0
H 0.0 0.0 0.0
H 0.0 0.0 0.0
H 0.0 0.0 0.0
H 0.0 0.0 0.0
H 0.0 0.0 0.0
C 0.0 0.0 0.0
C 0.0 0.0 0.0
C 0.0 0.0 0.0
C 0.0 0.0 0.0
C 0.0 0.0 0.0
C 0.0 0.0 0.0
H 0.0 0.0 0.0
H 0.0 0.0 0.0
H 0.0 0.0 0.0
H 0.0 0.0 0.0
H 0.0 0.0 0.0
H 0.0 0.0 0.0
C 0.0 0.0 0.0
C 0.0 0.0 0.0
C 0.0 0.0 0.0
C 0.0 0.0 0.0
C 0.0 0.0 0.0
C 0.0 0.0 0.0
H -0.1 0.2 0.0
H 0.0 0.0 0.0
H 0.0 0.0 0.0
H 0.0 0.0 0.0
H 0.0 0.0 0.0
H 0.0 0.0 0.0
C 0.0 0.0 0.0
C 0.0 0.0 0.0
C 0.0 0.0 0.0
C 0.1 0.1 0.0
C 0.0 0.0 0.0
C 0.0 0.0 0.0
H 0.0 0.0 0.0
H 0.0 0.0 0.0
H 0.0 0.0 0.0
H 0.1 -0.1 -0.1
H 0.0 0.0 0.0
H 0.0 0.0 0.0

Net charge: +1
Highest occupied orbital energy: -10.301 eV
Frontier orbital gap: 6.29 eV

Mulliken population analysis, charges in e, atoms 1 to 4:
1 C -1.045
2 C -0.544
3 N 0.399
4 C -1.601


No. 2
DFT (wB97M-V/def2-TZVPD) results for the molecule C3H4N4O.

Positions of all 12 atoms, in Å:
1 H 0.215 3.239 -0.023
2 N -0.245 2.456 0.381
3 C 0.057 1.293 -0.124
4 N -0.174 -0.020 0.329
5 C -0.836 -0.668 1.405
6 N -0.951 -1.966 0.990
7 N -0.128 -2.138 -0.135
8 C 0.208 -0.910 -0.592
9 O 1.100 -0.702 -1.507
10 H 0.640 1.230 -1.135
11 H -1.426 -0.111 2.042
12 H 1.539 -1.702 -1.631

Cartesian forces, eV/Å:
H 0.2 0.4 -1.1
N -0.2 -4.3 1.1
C 1.1 4.0 -1.1
N -0.4 3.1 0.2
C 0.6 -3.3 -5.2
N 1.9 2.5 1.0
N -1.1 1.6 -0.5
C -1.1 -4.9 4.0
O 2.7 -3.6 -2.0
H -1.0 0.2 2.0
H -1.0 0.7 1.5
H -1.7 3.7 0.2

Net charge: 0
Highest occupied orbital energy: -9.593 eV
Frontier orbital gap: 9.88 eV
Structure (SMILES): [H]/N=C/n1cnnc1O

natural (NBO) population analysis, charges in e, atoms 1 to 4:
1 H 0.363
2 N -0.650
3 C 0.283
4 N -0.426


No. 3
DFT (wB97M-V/def2-TZVPD) results for a cluster of 40 separate species, H80O40 in total.

Positions of all 120 atoms, in Å:
1 H 0.255 1.435 5.891
2 H 0.149 2.187 4.540
3 O 0.024 2.282 5.494
4 H 0.815 -0.789 -3.811
5 H 1.269 -0.948 -5.098
6 O 0.540 -1.338 -4.566
7 H -3.185 3.673 -1.390
8 H -2.713 4.195 -2.742
9 O -3.477 4.189 -2.161
10 H -0.188 0.239 3.756
11 H 1.062 0.027 2.856
12 O 0.436 0.675 3.251
13 H -5.874 -2.648 1.558
14 H -4.678 -3.577 1.854
15 O -5.605 -3.572 1.619
16 H -4.030 -0.334 -4.487
17 O -3.813 -1.097 -5.036
18 H -0.054 -3.528 2.608
19 O 0.573 -4.083 2.231
20 H -3.801 -0.971 1.529
21 H -2.934 0.228 1.011
22 O -3.300 -0.227 1.818
23 H 1.109 0.336 1.156
24 H 0.431 1.432 1.655
25 O 0.882 1.218 0.785
26 H 1.316 -2.233 1.785
27 H 2.118 -1.180 1.143
28 O 1.447 -1.297 1.850
29 H 0.483 -3.598 -3.210
30 H 0.611 -5.060 -2.986
31 O 0.007 -4.401 -3.357
32 H 4.017 2.018 -2.584
33 O 4.605 1.281 -2.399
34 H -3.116 1.367 -4.729
35 H -1.816 2.015 -4.043
36 O -2.615 1.502 -3.913
37 H 2.535 -1.006 -3.150
38 H 4.052 -0.761 -3.552
39 O 3.174 -0.942 -3.850
40 H -1.062 -2.158 1.877
41 H -1.449 -0.826 2.641
42 O -0.876 -1.604 2.637
43 H 0.635 6.355 0.079
44 H 1.346 6.773 1.395
45 O 0.517 6.407 1.069
46 H -2.546 -2.790 0.019
47 H -3.913 -2.376 -0.204
48 O -3.374 -2.656 0.561
49 H -0.986 0.536 -2.811
50 H -0.449 1.721 -2.043
51 O -0.404 0.771 -2.064
52 H -5.207 0.448 -0.374
53 O -5.218 -0.455 -0.061
54 H 3.612 1.027 -0.737
55 H 3.901 1.076 0.699
56 O 3.375 0.567 0.086
57 H 0.626 -4.200 0.240
58 O -0.015 -3.822 -0.323
59 H 0.688 3.346 -2.921
60 H 0.710 3.379 -1.430
61 O 0.693 3.976 -2.189
62 H 3.903 -2.812 3.809
63 H 4.986 -3.527 2.853
64 O 4.248 -3.616 3.442
65 H 1.586 -2.280 5.020
66 H 0.740 -1.411 4.495
67 O 1.615 -1.305 4.940
68 H -1.627 -3.240 3.375
69 H -2.279 -4.456 4.138
70 O -1.667 -4.192 3.447
71 H -0.772 4.264 0.780
72 H 0.456 3.373 0.866
73 O -0.303 3.603 0.285
74 H -4.392 -0.812 -3.375
75 H -4.288 -0.864 -1.888
76 O -4.873 -1.146 -2.596
77 H 2.853 0.764 -4.187
78 H 1.973 1.513 -3.319
79 O 2.038 1.331 -4.287
80 H 0.776 3.747 4.857
81 H 2.181 3.541 4.866
82 O 1.561 4.063 4.351
83 H -2.137 -1.012 -3.794
84 H -1.214 -2.153 -3.545
85 O -1.924 -1.686 -3.079
86 H 2.813 3.738 2.505
87 H 2.956 2.166 2.390
88 O 3.402 2.997 2.245
89 H 3.896 -2.588 -0.597
90 O 3.880 -1.817 0.047
91 H -0.487 2.064 -5.298
92 H 0.686 2.197 -4.505
93 O -0.195 2.626 -4.546
94 H -6.069 -0.796 -0.354
95 H -3.856 -1.931 -4.518
96 H 0.371 -3.263 -1.004
97 H 0.795 -4.892 2.687
98 H 5.466 1.627 -2.121
99 H 4.592 -1.289 -0.354
100 O 3.137 -4.258 -0.250
101 H 3.669 -4.557 0.495
102 H 2.197 -4.359 -0.072
103 O 0.921 -1.468 -1.810
104 H 0.001 -1.609 -1.585
105 H 1.288 -0.633 -1.431
106 O 4.693 1.038 3.297
107 H 4.613 0.536 2.443
108 H 5.471 0.629 3.668
109 O 3.095 3.629 -1.417
110 H 3.247 3.778 -0.469
111 H 2.526 4.404 -1.552
112 O -3.504 2.505 0.433
113 H -3.467 3.314 0.927
114 H -2.649 2.102 0.334
115 O -3.723 0.343 4.483
116 H -4.211 -0.141 5.165
117 H -4.183 0.173 3.659
118 O -2.426 0.151 -0.545
119 H -2.148 -0.784 -0.442
120 H -1.556 0.475 -0.833

Cartesian forces, eV/Å:
H 0.1 0.1 -0.2
H 0.0 -0.7 0.1
O -0.5 0.1 0.3
H -1.2 -0.5 0.5
H -0.7 -1.0 -0.7
O 1.3 1.4 -0.2
H -0.4 0.0 -0.2
H 0.1 0.1 -0.1
O 0.2 -0.1 0.4
H -1.8 -1.5 1.4
H -0.6 -0.2 0.8
O 2.1 2.1 -1.2
H 0.2 -0.1 0.1
H 0.3 0.2 -0.2
O -1.0 -0.1 0.2
H 0.1 -0.1 -0.8
O 0.4 -0.4 -0.9
H -1.5 0.4 1.7
O 3.3 -0.9 -2.5
H -0.3 -0.6 -0.7
H -0.9 -0.8 0.9
O 1.3 1.6 1.1
H 0.2 0.4 -1.6
H 0.0 0.5 -1.4
O -0.8 -0.4 2.0
H -0.4 -1.2 0.4
H 0.3 0.0 0.4
O 1.9 0.8 -1.6
H 0.6 1.1 -0.2
H -0.4 0.0 -0.1
O -0.1 -0.9 0.1
H 0.3 0.8 0.2
O 0.3 -0.7 0.0
H 0.7 0.6 0.0
H 0.2 0.5 -0.5
O -0.9 -1.1 0.5
H 0.1 -0.5 1.0
H 0.7 0.1 1.0
O 0.0 -0.2 -1.6
H -0.5 0.6 -0.6
H -0.9 -0.2 -0.7
O 0.1 -0.8 1.1
H -0.2 0.1 1.6
H -0.1 0.0 0.0
O 0.2 -0.1 -1.6
H -0.6 -0.5 1.3
H -0.7 -0.1 0.7
O 1.8 -0.1 -2.4
H 0.1 -0.1 0.3
H -0.1 0.8 0.2
O 0.2 -0.1 -0.6
H 0.2 0.6 0.1
O -0.5 -0.6 0.3
H -0.2 -0.3 -0.1
H -0.1 0.5 0.5
O 0.5 0.6 -0.5
H 0.6 -0.2 1.3
O -1.9 0.7 -1.3
H -0.1 0.7 -0.3
H -0.2 0.5 0.5
O -0.5 -0.6 -0.5
H 0.3 0.9 -0.3
H 0.3 0.9 -0.1
O -0.7 -1.7 0.3
H 1.4 0.1 0.8
H 0.4 1.5 -0.1
O -1.8 -2.0 -0.6
H -0.7 0.8 0.5
H -0.1 0.4 0.0
O -0.2 -1.1 0.1
H -0.3 0.8 0.3
H -0.7 0.1 -0.6
O 0.8 -0.8 0.5
H -1.0 -0.8 1.7
H -0.1 0.1 0.5
O 0.3 0.4 -0.6
H -0.8 0.0 -1.1
H -0.5 0.2 -0.7
O 1.4 0.0 2.0
H 0.3 0.9 -0.5
H 0.8 0.0 -0.2
O -0.6 -0.2 0.5
H 0.1 -1.0 1.2
H 0.0 -0.3 0.1
O 0.2 1.1 -1.2
H 0.1 -1.1 0.1
H -0.6 0.0 0.4
O 0.1 1.6 -0.7
H -0.6 0.7 1.6
O 1.3 -1.6 -2.0
H -0.3 0.8 0.3
H 0.1 0.4 0.2
O -0.1 -1.0 -1.3
H 0.0 0.0 -0.2
H -0.1 0.9 -0.3
H 0.6 -0.3 0.2
H -0.6 0.2 0.7
H -0.5 0.2 -0.2
H -0.6 0.4 0.6
O 0.1 -0.5 -0.7
H -0.5 0.0 0.2
H 0.6 -0.1 0.3
O 1.8 0.0 0.0
H -0.4 1.0 0.0
H -1.2 -0.9 0.2
O -0.1 -1.1 -1.5
H 0.0 0.6 1.2
H 0.4 -0.1 0.5
O 0.4 0.8 1.0
H 0.5 -0.8 0.1
H -0.2 -0.4 -1.0
O -1.2 -0.2 -0.8
H 0.4 0.4 0.5
H 0.7 0.2 0.3
O -0.1 -0.2 0.9
H 0.1 0.3 -0.3
H 0.2 0.0 -0.5
O 0.7 -1.1 -0.2
H -0.8 0.5 0.1
H 0.2 0.6 -0.4

Net charge: 0
Highest occupied orbital energy: -10.423 eV
Frontier orbital gap: 9.92 eV

Mulliken population analysis, charges in e, atoms 1 to 4:
1 H 0.304
2 H 0.424
3 O -0.705
4 H -0.045


No. 4
DFT (wB97M-V/def2-TZVPD) results for the molecule C5H6S2.

Positions of all 13 atoms, in Å:
1 C -1.868 -0.886 -0.438
2 C -0.493 -0.963 -0.248
3 C -0.010 -0.184 0.900
4 C 0.558 1.048 0.308
5 S -0.375 2.251 -0.110
6 C 1.799 1.017 -0.302
7 S 3.078 -0.001 -0.089
8 H -2.151 -1.756 -1.122
9 H -2.404 -0.143 0.245
10 H 0.145 -1.714 -0.722
11 H -0.783 0.295 1.438
12 H 0.682 -0.802 1.404
13 H 1.822 1.837 -1.263

Cartesian forces, eV/Å:
C 3.4 -1.7 -0.1
C -4.4 -0.6 0.1
C 1.0 1.3 -0.5
C -0.7 -1.0 0.2
S -1.6 2.1 0.1
C 4.6 1.3 -4.5
S -1.3 0.9 0.1
H -1.0 1.9 0.8
H 0.1 -1.6 -1.6
H -0.2 0.5 0.0
H -1.2 -0.8 1.3
H 0.8 -0.2 1.2
H 0.4 -2.2 2.9

Net charge: 0
Highest occupied orbital energy: -9.220 eV
Frontier orbital gap: 7.18 eV
Structure (SMILES): C=CCC(=S)C=S

natural (NBO) population analysis, charges in e, atoms 1 to 4:
1 C -0.415
2 C -0.182
3 C -0.524
4 C -0.201


No. 5
DFT (wB97M-V/def2-TZVPD) results for the molecule C4H7N3.

Positions of all 14 atoms, in Å:
1 C 1.291 -0.765 0.324
2 C 0.390 1.328 0.532
3 N -0.887 0.957 0.577
4 C -1.248 -0.026 -0.390
5 N -2.449 -0.225 -0.712
6 C 0.043 -0.635 -0.952
7 N 0.247 -0.941 -2.096
8 H 2.250 -0.269 0.145
9 H 1.442 -1.811 0.051
10 H 1.066 -0.782 1.399
11 H 0.809 1.614 -0.425
12 H 0.857 1.702 1.438
13 H -1.331 0.856 1.483
14 H -2.479 -1.003 -1.373

Cartesian forces, eV/Å:
C 0.2 -0.7 -0.4
C 0.5 0.7 0.1
N -0.4 -0.4 -0.1
C -0.1 0.3 0.1
N 0.4 -0.2 0.0
C 0.1 0.1 0.2
N 0.1 0.1 0.3
H -0.3 0.0 -0.1
H 0.1 0.0 0.1
H -0.2 0.1 -0.3
H -0.1 0.0 0.1
H -0.1 -0.1 -0.1
H 0.0 0.1 -0.2
H -0.1 0.1 0.0

Net charge: 0
Highest occupied orbital energy (alpha / beta): -8.379 / -7.174 eV
Frontier orbital gap (alpha / beta): 8.06 / 6.22 eV

natural (NBO) population analysis, charges in e, atoms 1 to 4:
1 C -0.710
2 C -0.061
3 N -0.564
4 C 0.347


No. 6
DFT (wB97M-V/def2-TZVPD) results for the molecule C4H9O2P.

Positions of all 16 atoms, in Å:
1 C -1.274 -1.346 1.321
2 C -0.416 -0.289 0.682
3 P -0.936 1.388 0.174
4 O -0.161 0.509 -1.566
5 C 1.135 0.289 -1.616
6 C 1.684 0.388 -0.222
7 O 0.831 -0.526 0.547
8 H -2.228 -1.095 1.073
9 H -1.190 -1.408 2.350
10 H -0.991 -2.211 0.861
11 H -1.834 1.351 1.396
12 H -1.958 1.123 -0.663
13 H 1.647 1.077 -2.440
14 H 1.384 -0.656 -2.144
15 H 2.701 0.076 -0.167
16 H 1.606 1.332 0.415

Cartesian forces, eV/Å:
C 2.1 2.1 -1.4
C 0.6 1.2 -0.4
P -0.2 0.5 1.6
O -2.1 -0.2 0.1
C 1.6 2.1 -3.3
C -0.1 1.1 1.5
O 0.7 -1.7 0.6
H -2.8 0.5 -0.6
H 0.5 0.0 2.1
H 0.6 -2.7 -0.9
H 0.2 0.2 -0.6
H -1.4 -0.2 -0.5
H -0.5 -1.3 2.4
H 0.2 -0.2 0.8
H 0.6 -0.8 0.4
H 0.0 -0.7 -1.8

Net charge: 0
Highest occupied orbital energy: -7.879 eV
Frontier orbital gap: 7.67 eV
Structure (SMILES): CC1=[PH2]OCCO1

natural (NBO) population analysis, charges in e, atoms 1 to 4:
1 C -0.702
2 C 0.444
3 P 0.417
4 O -0.830